ORCA calculation (ωB97M-V with the def2-TZVPD basis set) on a structure of composition C14H25BN6SiSn in a non-equilibrium geometry.

Structure (XYZ):
```
48
C14H25BN6SiSn ωB97M-V with the def2-TZVPD basis set
C -1.55072 -2.55360 0.18196
N -1.34946 -1.20497 0.33459
N -2.18404 -0.52596 -0.56396
C -3.13102 -1.40228 -0.97490
C -2.71025 -2.69426 -0.57910
B -2.25054 1.04671 -0.79691
N -1.90303 1.72309 0.56203
N -0.75650 1.45767 1.29601
C -0.93790 2.06996 2.50992
C -2.09545 2.84482 2.46176
C -2.70152 2.55347 1.25835
Sn 0.56242 -1.05507 1.51936
N -1.32254 1.57081 -1.95910
N 0.02568 1.34611 -1.74497
C 0.67455 1.70323 -2.83326
C -0.24892 2.24671 -3.78008
C -1.49620 2.13615 -3.18591
H 1.71346 1.53068 -2.91301
H -2.49428 2.39955 -3.52347
H 0.01687 2.62722 -4.76081
H -3.36435 1.32994 -1.14543
H -3.65413 2.85409 0.82528
H -4.00801 -1.00951 -1.46140
H -2.42719 3.54111 3.21755
H -3.17811 -3.61226 -0.81028
H -0.24337 1.98660 3.35038
H -0.82278 -3.24454 0.65571
H 1.42592 1.18352 0.72812
C 1.64100 0.79608 1.74594
H 1.34219 1.63297 2.39058
H 0.82002 -0.23707 2.79141
H 2.60622 0.29483 1.72817
C 1.30700 -4.26444 -1.07262
Si 2.41986 -2.81287 -1.40959
C 4.21383 -3.39678 -1.27435
C 2.09008 -2.11893 -3.11072
C 2.36993 -1.54341 0.01052
H 1.83341 -5.15897 -1.43406
H 0.35055 -4.17885 -1.60308
H 1.11724 -4.39097 0.00100
H 4.36403 -4.26901 -1.92024
H 4.92375 -2.61438 -1.57387
H 4.45591 -3.68400 -0.24095
H 1.05974 -1.75327 -3.22130
H 2.77692 -1.29487 -3.34756
H 2.25984 -2.92607 -3.84007
H 3.11686 -2.12833 0.72668
H 2.93479 -0.63429 -0.36974
```

For the energy relative to the best compared isomer or geometry (same formula, charge and spin), the calculation gives 7.465 eV. The net charge is +4. The electronic energy is -38194.0165 eV. As for the orbital gap (alpha / beta): 3.736 / 3.733 eV. Its LUMO energy (alpha / beta) is -18.017 / -18.010 eV. The value obtained for the HOMO energy (alpha / beta) is -21.753 / -21.744 eV.

---

ORCA calculation (ωB97M-V with the def2-TZVPD basis set) on the molecule C3H7NOS in a non-equilibrium geometry.

Structure (XYZ):
```
13
C3H7NOS ωB97M-V with the def2-TZVPD basis set
C 1.74391 0.50332 0.72901
C 1.11311 -0.01005 -0.40133
C -0.38307 0.57658 -0.23788
H 2.85212 -0.02699 0.77594
H 1.95089 1.54825 0.82773
H 1.24058 0.40336 1.78532
H 1.31278 0.52687 -1.42495
H 0.66115 -1.76586 -1.17964
H 1.26112 -1.82871 0.56347
H -1.33500 -1.79375 0.30108
N 1.41755 -1.42762 -0.39436
O -0.44944 1.74091 -0.38677
S -1.81966 -0.46351 0.22918
```

For the energy relative to the best compared isomer or geometry (same formula, charge and spin), the calculation gives 2.492 eV. The net charge is 0. The electronic energy is -17595.4372 eV. As for the orbital gap: 9.797 eV. Its LUMO energy is 0.468 eV. The value obtained for the HOMO energy is -9.329 eV.

---

ORCA calculation (ωB97M-V with the def2-TZVPD basis set) on the molecule C4H6O2 in a non-equilibrium geometry.

Structure (XYZ):
```
12
C4H6O2 ωB97M-V with the def2-TZVPD basis set
C 1.52363 -0.64227 -0.89660
C 0.54619 -0.68724 0.26758
O 0.77771 -1.28965 1.29229
C -0.69905 0.14773 0.17119
O -1.32828 0.28508 -1.02249
C -1.24010 0.88883 1.15741
H 2.44241 -1.15973 -0.60446
H 1.09763 -1.12531 -1.78171
H 1.76899 0.38949 -1.17736
H -1.60295 1.87369 0.85862
H -2.14217 0.64443 -0.59394
H -1.20455 0.64993 2.20273
```

For the energy relative to the best compared isomer or geometry (same formula, charge and spin), the calculation gives 1.989 eV. The net charge is 0. The electronic energy is -8338.4722 eV. As for the orbital gap: 9.468 eV. Its LUMO energy is 0.337 eV. The value obtained for the HOMO energy is -9.131 eV.

---

ORCA calculation (ωB97M-V with the def2-TZVPD basis set) on a structure of composition C3H3CdMgO4 in a non-equilibrium geometry.

Structure (XYZ):
```
12
C3H3CdMgO4 ωB97M-V with the def2-TZVPD basis set
O -2.58824 0.96831 -0.28747
C -2.97281 -0.19078 0.10475
O -3.81913 -0.38034 0.97522
Cd -0.94532 1.92021 -0.59950
O 0.42940 0.44120 -0.81319
C 0.78441 -0.75185 -0.44828
C 2.16852 -0.72361 0.19079
O 2.72567 0.49991 0.51059
Mg 1.68594 2.03013 0.01808
H 2.80175 -1.30352 -0.52247
H 2.07166 -1.39626 1.07564
H -2.34185 -1.11339 -0.20416
```

The net charge is -1. The electronic energy is -21357.7371 eV. As for the orbital gap: 5.588 eV. Its LUMO energy is 2.301 eV. The value obtained for the HOMO energy is -3.288 eV.